#P
DFT (ωB97M-V with the def2-TZVPD basis set) results for a cluster of 3 separate species, C4H10NOS in total.

```
! wB97M-V def2-TZVPD RIJCOSX def2/J DEFGRID3
* xyz -1 1
C 0.31019 1.80063 0.44220
H -1.65385 -0.17176 1.51166
C 0.37701 0.78406 -0.49003
C 0.99399 0.97568 -1.75636
H 1.13232 0.20082 -2.51289
H -2.44859 -0.21396 0.00725
H 2.74673 -0.85957 1.17781
H 1.16608 2.00358 -1.94503
H 1.57096 -0.91630 0.27215
H -1.77222 -1.63789 0.85275
H 0.51988 2.79611 0.08770
H -0.20390 1.71159 1.38277
S -3.17015 -3.10790 1.06077
H -0.38479 -1.10047 -0.87369
N -0.16894 -0.51163 -0.05933
O 2.50243 -1.17947 0.26301
C -1.51715 -0.57353 0.57924
*
```

- LUMO (Ha) = 0.020
- HOMO (eV) = -2.170

Table of Löwdin atomic charges, one value per atom, all in e: C -0.022; H 0.029; C -0.515; C -0.017; H 0.023; H 0.104; H 0.053; H 0.003; H -0.042; H -0.148; H 0.024; H 0.012; S -0.248; H 0.119; N -0.076; O -0.119; C -0.179

---

#Q
DFT (ωB97M-V with the def2-TZVPD basis set) results for the ion C4H10NOS with charge -1.

```
! wB97M-V def2-TZVPD RIJCOSX def2/J DEFGRID3
* xyz -1 1
C 0.76101 -0.00689 -1.13426
H 1.77657 -0.14533 -0.77414
H 1.22643 1.16703 1.53013
H 0.78772 -1.30711 0.84414
H 0.27709 -0.87210 -1.57946
H -1.13185 0.49445 -0.12882
C -0.07666 0.33549 0.12062
H 1.00117 2.22312 0.06915
S 0.72109 1.31576 -2.46879
O -1.05727 -2.26222 -0.64299
N -0.07860 -0.81019 1.00607
H -0.97046 -2.60069 1.43448
C 0.51511 1.59552 0.80776
H -2.08181 -1.36371 0.89943
H -0.40612 1.97755 -2.09001
C -1.12319 -1.85878 0.60066
H -0.14024 2.11809 1.50605
*
```

- SMILES = C[C@@H](CS)NC[O-]
- LUMO (Ha) = 0.120
- HOMO (eV) = -2.901

Table of Löwdin atomic charges, one value per atom, all in e: C -0.486; H 0.069; H 0.062; H 0.074; H 0.036; H 0.126; C -0.511; H 0.025; S 0.597; O -0.302; N -0.061; H 0.071; C -0.099; H 0.071; H -0.154; C -0.576; H 0.059

---

Q: Which of them is the least stable? A: #P.

---

#P
DFT (ωB97M-V with the def2-TZVPD basis set) results for a structure of composition C17H30BrCaN9O5S.

```
! wB97M-V def2-TZVPD RIJCOSX def2/J DEFGRID3
* xyz -2 1
H 1.76202 -5.88814 0.73983
N -0.04464 -1.04783 0.98030
C 1.18402 -4.95764 0.78475
N -0.92833 -0.46154 -2.04998
H -1.14744 5.05572 5.03405
N 0.67906 2.28972 -4.90471
O 0.79666 3.53963 -0.47702
C -2.52272 4.38021 2.85201
H -0.16138 -3.00351 -2.19663
C -0.64481 -0.67708 -3.25876
Ca 0.39016 1.15412 -0.51295
H -2.55587 -2.03319 -4.84138
H -0.84307 0.28582 2.35460
N 1.04435 -2.85936 2.04168
H 0.44726 -0.02895 -4.78671
C -0.37669 -0.69584 2.34312
C 0.04239 1.65353 -3.81687
O 3.04972 4.13791 0.28352
C 1.48340 -4.23045 2.08040
N -0.63669 -1.92349 -3.93523
H 1.61791 -0.06383 2.71148
H 0.89243 3.25306 -4.69479
H -2.98546 5.17903 3.42281
H -4.00122 4.40575 1.26429
O 1.14949 4.44871 1.75763
N -0.21774 2.17445 -2.70289
H -1.33278 -1.14219 -5.76535
H 0.35272 4.70146 4.12956
O 1.84428 2.18965 1.18396
H 0.12051 -5.20702 0.72236
H 0.13767 2.31557 2.78177
H 0.16162 2.20222 -5.76798
H -1.83767 -3.22198 -2.75718
H 1.38803 -4.48753 -1.31623
H -1.11423 -1.39628 2.78605
C -1.35139 3.80059 3.29612
H 1.01353 -4.73678 2.94057
H 2.37742 -0.42233 -1.59443
C 0.55537 -2.22763 0.86370
H -1.10339 -1.29721 -1.49991
H 2.57119 -4.26585 2.26726
C -0.79276 2.79652 2.50605
N -1.33167 2.37770 1.36408
H 0.83446 -2.65940 4.09617
H -0.50733 -3.97426 -3.66236
C 1.51908 -3.99243 -0.34539
C -0.59191 4.28781 4.49154
N 0.68105 -2.82858 -0.30348
C 1.34499 -2.14522 3.26357
C -3.09432 3.96601 1.65291
H 2.42439 -2.21294 3.47849
H -0.36185 3.47194 5.18027
N -0.25240 0.33345 -4.15554
H -1.24973 -2.90725 -5.66401
H 2.59663 -3.74543 -0.27811
H 0.08191 3.14140 -2.60281
O 1.93898 0.36306 -1.93517
C 0.87975 -0.70219 3.20300
Br -3.12183 2.36319 -0.70500
C -0.79274 -3.09049 -3.08698
S 1.75253 3.61164 0.69175
C -2.43641 2.97108 0.96227
H 0.71072 -0.32079 4.21614
C -1.48719 -1.99632 -5.11024
*
```

- LUMO (Ha) = 0.163
- HOMO (eV) = -1.320

Table of Löwdin atomic charges, one value per atom, all in e: H 0.093; N -0.031; C -0.199; N 0.125; H 0.065; N 0.110; O -0.527; C -0.043; H 0.039; C -0.441; Ca 1.235; H 0.083; H 0.059; N -0.067; H 0.132; C -0.282; C -0.526; O -0.396; C -0.224; N -0.177; H 0.105; H 0.084; H 0.103; H 0.084; O -0.405; N 0.061; H 0.065; H 0.077; O -0.509; H 0.104; H 0.108; H 0.070; H 0.087; H 0.085; H 0.107; C -0.257; H 0.105; H -0.116; C -0.448; H 0.038; H 0.109; C -0.114; N 0.020; H 0.105; H 0.076; C -0.292; C -0.051; N 0.003; C -0.207; C -0.124; H 0.110; H 0.075; N 0.108; H 0.073; H 0.107; H 0.056; O -0.568; C -0.177; Br 0.719; C -0.099; S 0.239; C -0.738; H 0.100; C -0.107

---

#Q
DFT (ωB97M-V with the def2-TZVPD basis set) results for a structure of composition C17H30BrCaN9O5S.

```
! wB97M-V def2-TZVPD RIJCOSX def2/J DEFGRID3
* xyz -2 1
H 0.19704 0.94112 2.68143
N -2.42134 3.95185 0.10379
H 2.29525 -0.01920 -5.62657
H 5.27451 -0.17412 -3.74537
H 0.24132 -2.60335 5.57055
H 1.02475 -0.67210 -3.25806
H 5.40311 0.28864 -1.28745
C -1.54324 5.05168 -0.19627
C -4.66993 3.05460 0.37418
H 0.91226 -2.84653 -0.00938
N 0.79072 -2.49911 0.98582
C 3.28465 0.03740 -1.05346
O -0.56599 -1.98536 -0.98838
H 0.63949 -6.18995 -0.01429
H 0.05171 -4.57760 -0.43805
H 1.30229 -6.71906 2.04756
C 0.81144 -5.12126 0.12326
O -0.77848 -1.44718 -3.38403
H 0.54521 5.41436 -0.52153
H 0.18871 4.49350 0.95528
Br 3.26622 0.38172 0.82283
C 0.10213 -1.79110 3.63844
C 2.02610 -0.45825 -2.86501
C -1.88613 2.65661 0.26612
N -0.72818 2.31411 -0.08952
N -2.72626 1.76586 0.86483
H -5.68563 3.33040 0.66619
C -0.08899 4.63538 -0.08926
S -1.29705 -1.15657 -2.01579
C 1.38171 -5.70143 2.43199
N 0.26329 -0.77852 2.99329
C 2.96241 -0.74766 -5.16638
H -1.75427 5.41208 -1.21557
C -4.00190 2.14395 1.39021
H -4.59130 1.25337 1.58723
H -0.29949 -1.03012 5.47449
N 2.09035 -0.21696 -1.55464
H -3.88690 2.69268 2.33858
H 2.52758 -1.73597 -5.31347
H 1.11167 2.95798 -0.77061
H 0.93040 -5.69051 3.42239
H 3.91956 -0.71250 -5.69056
N -0.33490 -1.94646 5.05279
O 0.32891 1.57948 2.03850
N 0.71154 -4.80377 1.52653
H 2.45267 -5.46315 2.55100
Ca 0.37942 -0.10401 0.38720
H -1.73865 5.88513 0.49531
H -4.14092 4.87150 -0.63700
C 4.46428 0.07069 -1.77416
H -2.45043 0.80519 0.85727
N 0.35105 -3.18483 3.16008
O -2.73240 -1.44437 -1.95384
C 0.65364 -3.41920 1.83820
H 1.79729 -4.87093 -0.30540
C 3.14182 -0.45735 -3.69856
H -0.24983 3.36524 -1.83029
C -3.81162 4.29288 0.23859
H -0.19605 -3.91248 3.59498
H -3.94946 4.93629 1.12476
O -1.02483 0.27350 -1.61971
H -4.71792 2.52739 -0.57801
C 4.37792 -0.18678 -3.13389
C 0.06964 3.28310 -0.77916
*
```

- LUMO (Ha) = 0.158
- HOMO (eV) = -0.431

Table of Löwdin atomic charges, one value per atom, all in e: H -0.253; N -0.050; H 0.082; H 0.104; H 0.018; H 0.089; H 0.089; C -0.202; C -0.178; H 0.048; N 0.037; C -0.716; O -0.518; H 0.072; H 0.085; H 0.068; C -0.096; O -0.446; H 0.097; H 0.113; Br 0.806; C -0.612; C -0.045; C -0.387; N -0.020; N 0.090; H 0.100; C -0.171; S 0.243; C -0.107; N 0.009; C -0.051; H 0.112; C -0.198; H 0.116; H 0.036; N 0.002; H 0.114; H 0.083; H 0.099; H 0.062; H 0.063; N 0.010; O -0.590; N -0.190; H 0.084; Ca 1.171; H 0.109; H 0.111; C -0.118; H 0.132; N 0.076; O -0.416; C -0.466; H 0.087; C -0.248; H 0.117; C -0.210; H 0.095; H 0.112; O -0.500; H 0.120; C -0.050; C -0.222

---

Q: Which of them is the least stable? A: #Q.